The following is a DFT calculation (ωB97M-V/def2-TZVPD) of one molecule with the formula C3HBrF2 at a distorted geometry.

- HOMO (alpha / beta): -6.736 / -11.077 eV
- LUMO energy (alpha / beta): 0.76 / -3.60 eV
- Spin multiplicity: 3
- Energy relative to the best compared isomer or geometry (same formula, charge and spin): 40.8 kcal/mol

Positions of all 7 atoms, in Å:
Br 4.347 -0.752 0.057
F 3.277 1.358 0.995
F 3.405 1.518 -1.165
C 0.284 0.490 0.289
C 3.200 0.706 -0.125
C 1.330 0.415 -0.273
H -0.732 0.305 0.334

The following is a DFT calculation (ωB97M-V/def2-TZVPD) of one molecule with the formula C2H4NP at a distorted geometry.

- SMILES: P[C@H]1C=N1
- HOMO: -9.317 eV
- LUMO energy: 1.06 eV
- Energy relative to the best compared isomer or geometry (same formula, charge and spin): 63.6 kcal/mol

Positions of all 8 atoms, in Å:
P -0.890 1.030 -0.153
N 1.749 0.869 0.520
C 0.589 0.095 0.204
C 1.732 0.393 -0.632
H 0.552 -1.191 0.422
H -1.834 0.116 0.313
H -0.751 1.587 1.067
H 2.271 0.550 -1.580

The following is a DFT calculation (ωB97M-V/def2-TZVPD) of C32H27N4O6PPtS as an isolated structure at a distorted geometry.

- HOMO: -14.415 eV
- LUMO energy: -6.99 eV
- Energy relative to the best compared isomer or geometry (same formula, charge and spin): 27.4 kcal/mol
- Total charge: +2

Positions of all 72 atoms, in Å:
Pt 0.419 -0.059 0.481
S 1.314 1.935 2.714
P 2.685 -0.724 0.489
O -1.973 -2.316 2.866
O 2.485 1.690 3.494
O 1.461 2.569 1.431
O -0.332 -3.927 1.177
O 0.532 0.605 2.447
O 0.098 2.528 -1.118
N 0.924 1.413 -1.014
N -0.416 -1.622 1.324
N -1.616 0.658 1.012
N 0.239 -1.336 -1.170
C -2.109 1.893 0.870
C 2.862 -3.554 0.335
C 4.664 -0.453 2.413
C 2.216 -3.768 3.038
C 3.073 0.651 -1.901
C 0.056 -3.376 -3.024
C 3.900 0.195 1.441
C -3.240 2.318 1.544
C -0.180 -2.844 0.700
C 0.212 -2.058 -3.429
C 5.710 0.222 3.023
C -3.315 0.205 2.638
C 0.076 -2.614 -0.772
C 2.300 -2.519 2.452
C 5.087 -1.079 -2.744
C -3.870 1.457 2.428
C 0.213 2.952 3.651
C 4.819 0.067 -3.473
C 5.245 2.174 1.696
C 3.832 0.938 -3.036
C -2.188 -0.143 1.924
C 5.997 1.531 2.672
C 2.461 -4.908 2.281
C 4.366 -1.356 -1.587
C 0.302 -1.061 -2.478
C -1.530 -1.465 2.154
C 4.204 1.511 1.080
C -0.018 -3.656 -1.670
C 2.778 -4.800 0.934
C 2.639 -2.406 1.096
C 2.030 1.631 -1.617
C 3.334 -0.521 -1.175
H -4.757 1.766 2.964
H 3.082 -3.492 -0.722
H 2.392 -5.884 2.741
H -1.561 2.577 0.247
H -3.605 3.323 1.381
H 5.392 0.302 -4.359
H 5.881 -1.746 -3.049
H -0.817 2.728 3.380
H 2.093 -1.632 3.043
H 1.948 -3.853 4.082
H -0.022 -4.170 -3.755
H 2.956 -5.690 0.346
H 0.386 2.771 4.708
H 0.256 -1.790 -4.475
H 4.658 -2.204 -0.984
H 0.415 -0.030 -2.762
H -3.721 -0.506 3.345
H 0.458 3.980 3.393
H 5.466 3.196 1.422
H -0.165 -4.653 -1.278
H 6.810 2.054 3.157
H 6.300 -0.284 3.774
H 3.611 2.039 0.348
H 2.130 2.602 -2.097
H 3.644 1.853 -3.584
H -0.755 2.174 -1.412
H 4.469 -1.475 2.697

The following is a DFT calculation (ωB97M-V/def2-TZVPD) of a 2-piece molecular cluster, C3H9N2OS overall at a distorted geometry.

- HOMO: -13.906 eV
- LUMO energy: -9.15 eV
- Energy relative to the best compared isomer or geometry (same formula, charge and spin): 206.9 kcal/mol
- Total charge: +1

Positions of all 16 atoms, in Å:
S -2.503 0.427 -0.423
O 2.078 0.196 -1.095
N -0.279 -0.064 1.677
N 2.307 -1.358 0.465
C 0.093 -0.107 0.268
C -0.741 0.767 -0.694
C 1.721 -0.083 0.093
H -0.126 0.805 2.186
H 2.620 -1.708 -0.443
H 2.096 0.690 0.847
H 0.047 -1.160 -0.042
H -1.298 -0.126 1.586
H -1.879 -1.133 -1.462
H 2.986 -1.374 1.223
H -0.380 0.457 -1.678
H -0.622 1.853 -0.653